Formula: C7H10FNO
Source: OMol25
Level of theory: ωB97M-V/def2-TZVPD

Structure (XYZ):
```
20
Properties=species:S:1:pos:R:3:forces:R:3:mulliken_charge:R:1
C -1.181136 -0.440837 -1.204846 -0.4356 0.0046 -0.6955 -0.491
C 1.065935 0.629045 -0.642805 -0.3096 0.0860 0.2564 -0.209
C -1.516506 -0.653373 0.040093 2.2196 0.6576 2.3123 -0.082
C 0.228402 -0.103166 -1.641529 -0.2501 -0.2755 0.1123 0.306
C 0.356673 -0.196296 1.454025 -3.0582 -1.3099 -1.0859 0.023
C 0.946936 -1.379038 -2.113922 0.1397 0.2387 -0.0935 -1.252
C -0.444878 1.565502 2.768768 -0.1357 0.4483 -0.0625 -0.691
N 1.008451 0.631555 0.628481 0.9518 0.5642 -0.1313 -0.492
O -0.062675 0.206733 2.655471 0.3955 -0.2362 -0.3786 -0.305
F -2.729663 -0.966153 0.517761 -0.0422 -0.0161 -0.4613 -0.251
H -1.869923 -0.561290 -2.041856 -0.1433 -0.0019 0.0836 0.376
H 1.793906 1.323490 -1.056046 0.0584 0.0357 -0.1045 0.433
H 0.145503 0.557352 -2.516365 0.1185 -0.0283 0.1577 0.305
H 0.547397 -1.263204 1.437293 0.3449 0.1931 0.0668 0.433
H 1.937618 -1.133297 -2.493028 0.1289 -0.1101 -0.0843 0.362
H 0.373901 -1.849648 -2.911868 -0.0209 0.0018 -0.0163 0.384
H 1.043818 -2.090922 -1.300288 -0.0071 -0.0639 0.1374 0.306
H -1.317431 1.765923 2.137815 0.0562 -0.0926 0.0142 0.274
H 0.371058 2.225633 2.469772 -0.0311 -0.0361 0.0226 0.327
H -0.697386 1.731991 3.813074 0.0202 -0.0594 -0.0495 0.244
```
Positions in Å, forces in eV/Å.

Its net charge is 0.

=====

Formula: C7H10IN2
Source: OMol25
Level of theory: ωB97M-V/def2-TZVPD

Structure (XYZ):
```
20
Properties=species:S:1:pos:R:3:forces:R:3:mulliken_charge:R:1
C -0.959760 -1.380005 1.540084 1.3957 0.1625 -1.0541 -1.261
C 0.149219 -1.282735 0.379505 0.0137 -0.2454 -0.0167 -0.058
C -0.506064 -1.884085 -0.861311 0.2748 0.0647 0.4574 -0.185
N -1.300926 -1.217129 -1.583006 -0.3578 -0.5759 -0.6107 -0.480
C -1.542867 0.095001 -1.227003 0.3092 0.6214 0.2413 -0.431
C -0.638501 0.818776 -0.543389 -0.2433 0.2629 -0.1452 -0.938
C 0.572674 0.090414 -0.111574 0.4474 0.0676 -0.5963 0.755
C 1.808110 0.535046 -0.491773 -0.9456 -0.5105 1.8917 -0.600
N 1.873306 1.998609 -0.807446 -0.0149 0.0837 -0.1194 -0.270
I 3.693928 -0.303351 -0.077455 -0.6723 0.2307 -0.1803 0.203
H -0.557731 -0.972060 2.457744 -0.0442 0.0685 0.2223 0.372
H -1.871868 -0.873853 1.250482 -0.0651 0.0846 0.0089 0.326
H -1.155078 -2.442620 1.664099 -0.0508 0.0196 0.1200 0.394
H 1.021376 -1.865399 0.677181 -0.0651 -0.0571 -0.0334 0.508
H -0.309235 -2.910127 -1.133313 0.0529 -0.2847 0.0444 0.443
H -2.476298 0.491007 -1.594195 -0.0790 0.2373 0.0582 0.416
H -0.812465 1.857620 -0.308706 -0.1041 0.1736 0.0064 0.629
H 1.052918 2.271825 -1.376048 0.3596 -0.1173 0.0549 0.431
H 1.834232 2.543263 0.070352 0.1253 -0.1711 -0.3744 0.360
H 2.747096 2.248866 -1.291538 -0.3365 -0.1152 0.0250 0.386
```
Positions in Å, forces in eV/Å.

The SMILES is C[C@H]1C=NC=C/C1=C(\[NH3+])I. Its net charge is +1.

=====

Formula: C7H10N
Source: OMol25
Level of theory: ωB97M-V/def2-TZVPD

Structure (XYZ):
```
18
Properties=species:S:1:pos:R:3:forces:R:3:mulliken_charge:R:1
C -2.023441 0.559014 0.101986 0.8696 -1.2552 0.4451 0.489
C -2.767013 1.317105 -0.601872 -0.7838 0.7871 -0.7557 -0.547
C -1.908817 -0.807699 0.742802 -1.0718 -0.3878 0.0817 -0.365
C 0.517548 -1.055333 -1.047524 -0.2587 0.6383 0.7238 -0.548
C 0.452504 -0.034437 -0.038735 0.2599 -0.1540 0.0974 1.312
C 1.527528 -0.161415 1.053649 0.1804 -0.2203 -0.0512 -1.495
C 0.698862 1.304959 -0.822446 0.0964 -0.0381 -0.7533 -1.522
N -0.829873 0.096227 0.641581 0.4989 0.5979 0.4032 -0.056
H -2.360345 -0.901228 1.724979 0.1263 0.0093 -0.0075 0.264
H -2.009945 -1.674628 0.098459 0.0948 0.0720 -0.1434 0.245
H -0.340557 -1.302436 -1.657436 -0.2437 0.0076 -0.1251 0.346
H 1.418951 -1.634930 -1.199856 0.2074 0.0258 -0.1253 0.308
H 1.458000 0.673920 1.743988 -0.1099 0.0407 -0.0692 0.400
H 2.517219 -0.165419 0.607194 0.1230 -0.0381 -0.0771 0.447
H 1.387610 -1.085157 1.609759 -0.0003 -0.0326 0.0853 0.393
H -0.057615 1.456960 -1.589792 -0.0418 -0.0034 0.0022 0.460
H 1.683413 1.309554 -1.279888 0.0835 0.0637 0.0050 0.464
H 0.635972 2.104944 -0.086848 -0.0303 -0.1129 0.2643 0.406
```
Positions in Å, forces in eV/Å.

Its net charge is +1.

=====

Formula: C7H10N
Source: OMol25
Level of theory: ωB97M-V/def2-TZVPD

Structure (XYZ):
```
18
Properties=species:S:1:pos:R:3:forces:R:3:mulliken_charge:R:1
C 0.896624 0.003103 2.525998 -0.8141 -0.9104 -1.1795 -0.799
C 0.162134 0.080205 1.428681 1.4938 -1.8229 -1.2308 0.153
C -0.434302 0.970621 0.497350 1.2635 1.7025 -1.6367 -0.298
N 0.339465 2.330579 0.149222 -0.3813 1.5824 0.4166 -0.418
C 0.069354 -0.359526 -0.109593 -1.4726 1.3248 3.5704 0.324
C 0.924646 -0.815850 -1.151904 -2.2652 -1.9299 -0.0429 -0.699
C -0.276057 -1.416715 -1.097902 1.6245 2.8013 -0.2954 0.395
C -1.400228 -2.114849 -1.725505 1.2592 -0.9917 -2.0833 -1.119
H 1.335995 -0.900975 2.860610 0.4052 -0.9491 -0.1720 0.267
H 1.070686 0.772115 3.194048 -0.0626 1.8754 1.1662 0.300
H -1.370806 1.404306 0.603533 -2.3758 -0.5370 0.0113 0.405
H 1.241869 2.235481 0.559914 1.1794 -0.0370 0.3631 0.357
H -0.008517 3.303242 0.461185 0.0681 -2.0942 -0.0939 0.375
H 0.471433 2.458958 -0.842861 0.0188 -0.3333 -0.6233 0.329
H 1.874172 -0.780235 -1.586929 1.1322 0.1383 -0.5361 0.415
H -2.358288 -1.861438 -1.328042 -0.5226 0.3627 -0.0262 0.363
H -1.229119 -3.156684 -1.558019 -0.1613 -1.0012 0.5742 0.356
H -1.309062 -2.152338 -2.879787 -0.3893 0.8191 1.8181 0.295
```
Positions in Å, forces in eV/Å.

The SMILES is C=C1[C@@H]([NH3+])[C@@]12C=C2C. Its net charge is +1.

=====

Formula: C7H10N2
Source: OMol25
Level of theory: ωB97M-V/def2-TZVPD

Structure (XYZ):
```
19
Properties=species:S:1:pos:R:3:forces:R:3:mulliken_charge:R:1
C 0.160996 1.702974 -0.370571 -3.3166 3.7404 0.3591 -0.266
C 1.227439 0.816899 -0.240484 4.5829 -3.4992 1.6231 0.017
C 0.089237 0.366279 -1.047835 -0.2410 -0.3077 -2.6148 -0.447
C -0.735679 -0.653229 -0.339258 -2.8935 -0.6301 -2.3808 -0.196
C -1.978705 -1.046990 -0.870911 3.0361 1.1407 2.3764 -0.940
C -0.003656 -1.055715 0.891371 -0.0443 1.9056 -3.7993 -0.176
C 1.296744 -1.598719 0.651365 3.8174 -1.8832 0.7788 -0.244
H 0.179032 2.239084 1.610958 -4.4051 -1.7161 -2.4124 0.349
H -1.488217 0.867744 0.962747 3.3670 4.3619 -0.2623 0.403
H 0.371669 2.675051 -1.003690 -0.6115 -2.1145 1.1540 0.277
H 2.256724 1.188927 -0.684470 -1.9372 -1.5429 1.2695 0.263
H 0.166924 0.327696 -2.144933 -0.2576 -0.0018 0.5942 0.469
H -2.260804 -0.675387 -1.851827 -0.1985 -0.0303 0.3320 0.302
H -2.676268 -1.553107 -0.199656 0.1719 -0.3270 -0.6610 0.280
H -0.543024 -1.266644 1.708982 -1.7085 -0.8879 3.0245 0.510
H 1.746463 -2.389349 1.451867 -0.9917 2.2760 -1.7952 0.209
H 1.788168 -1.734120 -0.349071 -1.1760 -0.1216 0.8102 0.246
N -0.755793 1.968049 0.775081 1.6557 -1.8051 2.1472 -0.674
N 1.158751 -0.179445 1.050335 1.1505 1.4427 -0.5432 -0.382
```
Positions in Å, forces in eV/Å.

Its net charge is 0.

=====

Formula: C7H10N2
Source: OMol25
Level of theory: ωB97M-V/def2-TZVPD

Structure (XYZ):
```
19
Properties=species:S:1:pos:R:3:forces:R:3:mulliken_charge:R:1
C 1.691654 2.263775 -1.184353 0.0759 -0.2564 -3.2537 -1.060
C 0.747985 1.455610 -0.424989 -3.3405 -3.2764 2.6538 0.435
C 0.379952 1.674267 0.988513 1.8093 -1.7603 -1.5510 -0.446
N -0.342149 0.717209 1.613069 -1.2761 -0.7524 -1.7817 -0.557
C -0.839932 -0.323926 0.918558 3.4388 -1.7538 -0.3894 0.805
C -1.142289 -1.514361 1.732372 2.7968 3.1810 6.8689 -1.178
C -0.462532 -0.654388 -0.467382 -1.7880 1.3591 2.6273 0.673
C -0.834815 -1.830380 -1.282682 -0.0525 -2.8027 -2.9433 -1.180
N 0.150915 0.257099 -1.071486 4.6291 5.8763 -1.3525 -0.506
H 2.527662 2.483008 -0.650390 2.1750 0.9121 2.5820 0.402
H 2.312405 1.684815 -2.003519 -2.2750 1.0409 0.7992 0.282
H 1.286983 3.272338 -1.459427 0.2366 -1.0786 -0.4425 0.241
H 0.926263 2.217631 1.828891 -0.6238 0.3772 -2.0422 0.305
H -1.408693 -0.802976 2.801509 -0.1003 -3.0335 -2.6203 0.305
H -0.258659 -2.247588 2.171581 -1.7085 2.1587 -1.6644 0.222
H -1.825951 -2.088127 1.293053 -3.2477 -2.4284 -1.0726 0.370
H -0.126896 -2.814606 -1.257894 -1.5549 2.4987 0.4447 0.209
H -1.863593 -2.142241 -1.089379 0.1476 -0.3227 0.4493 0.376
H -0.918311 -1.607158 -2.456044 0.6582 0.0611 2.6884 0.304
```
Positions in Å, forces in eV/Å.

The SMILES is Cc1cnc(C)c(C)n1. Its net charge is 0.

=====

Formula: C7H10N2O
Source: OMol25
Level of theory: ωB97M-V/def2-TZVPD

Structure (XYZ):
```
20
Properties=species:S:1:pos:R:3:forces:R:3:mulliken_charge:R:1
N 2.920873 -1.015523 1.111570 -2.4663 3.0589 -0.4313 -0.692
C 1.993000 -0.309457 0.878442 1.9043 -3.7306 1.4159 -0.128
C 0.602967 -0.099976 0.562304 0.3323 0.8882 -0.4919 0.668
C 0.081288 0.786291 -0.603480 0.6256 0.0741 -0.2710 0.058
C -1.023302 1.655791 -0.023811 -0.0331 -0.0395 0.0141 -0.925
C -1.715156 0.731444 1.004951 -0.1116 0.2257 0.3930 -0.784
C -0.712192 -0.390462 1.243961 -0.0905 0.0523 0.0975 -0.422
C -0.331195 -1.172340 0.016776 0.8042 -0.5704 0.0419 -0.194
N -0.425194 -0.460761 -1.252593 -1.1566 0.3164 0.0842 -0.598
H 0.809998 1.324813 -1.220981 -0.1119 -0.2323 0.2239 0.509
H -1.705915 2.014180 -0.807104 0.1598 -0.0521 0.2072 0.350
H -0.576117 2.530512 0.468952 -0.1082 -0.1923 -0.1319 0.364
H -2.665932 0.335647 0.619938 0.2724 0.0132 0.1201 0.332
H -1.939123 1.255688 1.941585 -0.0070 -0.0571 -0.2327 0.368
H -0.668202 -0.927353 2.191562 -0.1602 0.0539 -0.3149 0.512
H -0.220444 -2.257060 0.038529 0.1649 0.3522 0.0086 0.308
H -1.387506 -0.362295 -1.578599 0.0925 -0.0563 -0.2244 0.292
O 2.472747 -1.099040 -1.785722 2.5816 -1.1976 1.7338 -0.732
H 1.501990 -0.981456 -1.888773 0.6846 -0.8572 1.2018 0.372
H 2.987412 -1.558647 -0.917500 -3.3768 1.9507 -3.4437 0.344
```
Positions in Å, forces in eV/Å.

The SMILES is N#C[C@]12[C@@H]3CC[C@H]1[C@H]2N3.O. Its net charge is 0.

=====

Formula: C7H10N2O
Source: OMol25
Level of theory: ωB97M-V/def2-TZVPD

Structure (XYZ):
```
20
Properties=species:S:1:pos:R:3:forces:R:3:mulliken_charge:R:1
C 1.203142 -1.115311 2.234452 0.0823 -0.0711 0.0951 -1.377
C 0.682465 -0.391258 1.038223 -0.0292 0.0046 -0.0613 0.630
N -0.403311 0.606470 1.116867 0.2339 0.2061 0.0724 -0.685
C -0.472917 0.491004 -0.368342 0.3558 2.1203 0.4625 0.712
C 0.826089 1.188782 -0.825961 0.1455 0.2026 0.1608 -0.688
C 1.532844 0.012910 -0.166982 0.2919 -0.0279 0.0192 -0.560
C 0.315465 -0.878873 -0.328852 -0.2560 -0.5379 -0.3016 -0.736
C -1.798428 0.792150 -0.997538 -1.9880 -5.6375 -0.1520 0.409
N -2.000546 0.501856 -2.279163 -0.2815 1.1808 0.1325 -0.563
H 1.626820 -0.404304 2.958686 -0.1213 -0.1837 -0.1983 0.316
H 0.403374 -1.684657 2.729007 0.2072 0.1341 -0.1066 0.320
H 1.993548 -1.817473 1.937399 -0.1896 0.1401 0.0968 0.334
H -1.221575 0.130929 1.499432 0.0014 0.0491 -0.1831 0.337
H 0.954348 1.159518 -1.915898 -0.0723 -0.0397 0.2346 0.421
H 0.986626 2.206070 -0.441086 -0.0302 -0.2915 -0.0681 0.291
H 2.580649 -0.277443 -0.245498 -0.3396 0.0630 0.0095 0.399
H 0.165398 -1.856381 -0.784816 0.0503 0.2940 0.1132 0.439
O -2.848278 0.342747 -0.401929 0.1415 1.2223 1.0878 -0.693
H -1.343078 0.943473 -2.911829 -0.4412 -0.3539 -0.8665 0.214
H -3.182633 0.049791 -1.846174 2.2389 1.5262 -0.5468 0.480
```
Positions in Å, forces in eV/Å.

Its net charge is 0.

=====

The calculation returns the following E_tot values, one per record and in order: -13672.0385 -18493.2203 -8895.6582 -8898.8912 -10394.5171 -10397.4099 -12445.7466 -12443.7523 eV.
The calculation returns the following energy relative to the best compared isomer or geometry (same formula, charge and spin) values, one per record and in order: 3.0031 1.6473 7.9350 4.7019 7.0940 4.2012 3.7016 5.6959 eV.